DFT (ωB97M-V/def2-TZVPD) results for a 2-piece molecular cluster, CH4N3 overall at a distorted geometry.

Each line ends with the Mulliken charge.
Geometry (Å):
N1 2.84527 -0.23230 0.30072  0.174
N2 2.17835 0.61626 0.01033  0.194
N3 -1.83477 0.47052 0.03025  -0.243
C1 -0.76471 -0.21996 -0.16063  -0.308
H1 -2.68829 0.31944 -0.38898  0.234
H2 3.04896 -1.31428 0.28996  0.445
H3 -1.84172 1.39542 0.68875  0.291
H4 -0.94309 -1.03510 -0.77040  0.211

Values from the calculation:
- Energy: -204.3249 Eh
- Total charge: +1
- Relative energy (zero: lowest compared OMol25 entry of this formula, charge and spin): 4.922 eV
- E_HOMO (spin up / spin down): -12.66 / -12.98 eV